1.
The following is a quantum chemistry calculation of a molecular structure, C24H31Ge2N3OPtSTe, from OMol25.

Values from the calculation:
LUMO energy (spin up / spin down) in eV: -1.8035 / -1.7044
Kohn-Sham gap (spin up / spin down) in eV: 5.269 / 5.399
ΔE to the lowest compared entry with this formula, charge and spin in eV: 2.011

Geometry as XYZ:
```
64
Properties=species:S:1:pos:R:3:forces:R:3
Pt -0.0153 0.0330 -0.0338 -1.98 -1.77 -0.08
C 2.5716 1.7096 4.2541 0.00 0.03 -0.14
C 1.6010 0.6891 3.6850 -0.15 -0.20 -1.05
Ge 1.1380 1.0790 1.7379 -0.07 0.92 0.50
C -1.0827 3.2989 2.3927 -0.21 0.16 0.47
C 0.0135 4.3506 2.4482 -0.19 -0.19 -0.01
C 2.4336 2.2496 0.8129 -0.26 -0.52 0.43
C 2.8369 1.9668 -0.4325 -0.63 -0.98 0.35
Ge 2.0307 0.3026 -1.3529 0.41 0.82 -0.59
C 0.9703 1.0221 -2.9417 0.00 -0.34 0.54
C 1.6428 1.5760 -4.1868 0.17 -0.05 0.15
C 3.3434 -1.2447 -1.7273 -0.89 0.38 0.52
C 4.5396 -1.0417 -2.6411 -0.10 0.21 0.05
C 3.7380 2.8361 -1.1902 0.31 0.30 -0.43
C 4.2766 2.3801 -2.3909 -0.05 0.07 0.27
C 5.1032 3.1724 -3.1628 0.12 0.04 -0.18
C 5.4074 4.4605 -2.7582 0.02 -0.08 -0.05
C 4.8777 4.9369 -1.5689 0.01 0.10 0.05
C 4.0555 4.1395 -0.7956 -0.01 -0.04 0.00
H 2.9433 1.3843 5.2250 0.03 0.02 0.06
H 2.0934 2.6775 4.3874 0.04 0.13 0.01
H 3.4235 1.8322 3.5872 0.13 0.11 0.06
H 0.6964 0.6237 4.2867 -0.17 -0.02 -0.17
H 2.0614 -0.2978 3.6860 -0.03 -0.12 0.00
H -1.4209 3.0515 3.4062 -0.07 0.15 -0.06
H -1.9403 3.6839 1.8329 0.13 -0.07 0.17
H 0.9046 3.9340 2.9161 0.12 0.07 0.01
H -0.3172 5.2060 3.0313 0.00 0.09 0.05
H 0.2567 4.6832 1.4423 0.15 0.04 -0.07
H 2.8018 3.1232 1.3383 0.12 0.13 -0.01
H 0.3387 1.8006 -2.4985 0.05 -0.16 0.06
H 0.2985 0.2097 -3.2270 -0.03 -0.01 0.10
H 2.2571 2.4425 -3.9540 0.03 0.04 -0.12
H 0.8772 1.8809 -4.9016 0.03 0.01 -0.08
H 2.2664 0.8192 -4.6583 0.13 0.01 -0.16
H 2.7062 -2.0370 -2.1263 -0.11 0.03 0.09
H 3.6885 -1.5810 -0.7480 -0.13 -0.01 0.06
H 4.2300 -0.7083 -3.6306 0.09 0.04 -0.11
H 5.0710 -1.9878 -2.7548 0.02 0.01 -0.03
H 5.2327 -0.3144 -2.2230 0.12 0.01 -0.08
H 4.0280 1.3859 -2.7212 0.03 -0.10 -0.13
H 5.4950 2.7851 -4.0918 0.06 -0.02 -0.09
H 6.0427 5.0877 -3.3670 0.03 0.04 -0.02
H 5.0990 5.9453 -1.2482 0.01 0.05 0.03
H 3.6473 4.5464 0.1169 -0.07 0.02 0.07
Te -0.9829 -2.4278 -0.3512 1.08 -0.16 -0.14
C 0.1194 -3.5632 1.0242 0.18 -0.13 -0.27
C -0.2575 -3.9527 2.2801 -0.20 0.41 -0.43
C 0.6576 -4.8298 2.8884 0.41 -0.35 0.07
C 1.7259 -5.1084 2.0933 0.06 0.09 -0.13
S 1.6348 -4.2849 0.5908 -0.55 0.01 0.31
H -1.1710 -3.6236 2.7445 -0.15 0.08 0.05
H 0.5233 -5.2406 3.8728 0.01 -0.12 0.18
H 2.5549 -5.7587 2.2936 0.19 -0.07 0.15
N -3.8483 0.9552 -1.6501 0.03 -0.07 0.08
C -2.6640 0.8451 -1.0118 -0.36 0.21 -0.31
O -1.7676 0.1325 -1.5304 0.36 -0.14 0.26
C -2.4570 1.5900 0.2000 0.27 -0.55 -0.10
C -3.5039 2.3814 0.6787 -0.57 0.28 0.38
N -4.4159 2.9832 1.0468 -0.19 0.16 0.01
C -1.2283 1.4117 0.8394 1.87 1.11 -0.85
N -0.5912 2.0886 1.7687 0.26 -0.20 0.26
H -4.6238 1.4224 -1.2136 -0.02 0.07 0.00
H -4.0147 0.3900 -2.4654 0.10 0.01 0.06
```
Positions in Å, forces in eV/Å.

2.
The following is a quantum chemistry calculation of 2 unconnected molecules or ions with the total composition C2HO3S2, from OMol25.

Values from the calculation:
LUMO energy in eV: 3.0070
Net charge: -1
Kohn-Sham gap in eV: 7.833
ΔE to the lowest compared entry with this formula, charge and spin in eV: 3.120

Geometry as XYZ:
```
8
Properties=species:S:1:pos:R:3:forces:R:3
C 1.4989 1.7073 -0.0890 0.26 -2.09 -0.25
C 1.7965 0.0112 -0.0650 -3.15 0.30 -0.46
O 0.3990 1.9366 0.3721 -0.83 0.60 0.48
O 2.4261 2.3155 -0.5594 0.80 0.70 -0.28
O -0.1721 -0.6754 -0.2052 3.47 2.39 0.74
S 3.0594 -0.8927 -0.8817 -0.33 -0.02 0.18
S 2.6932 -0.7674 1.1918 0.18 -0.34 0.11
H -0.2723 0.2818 0.1143 -0.40 -1.53 -0.52
```
Positions in Å, forces in eV/Å.

3.
The following is a quantum chemistry calculation of 2 unconnected molecules or ions with the total composition C13H25N3O2, from OMol25.

Values from the calculation:
SMILES string: CNC(=O)[C@@H]1CCCN1C(C)=O.NC1CCCC1
LUMO energy in eV: 0.6681
Kohn-Sham gap in eV: 9.438
ΔE to the lowest compared entry with this formula, charge and spin in eV: 0.461

Geometry as XYZ:
```
43
Properties=species:S:1:pos:R:3:forces:R:3
O -2.1259 -0.3157 0.8104 0.30 0.11 -0.34
O 2.2098 -1.1652 1.7093 0.01 0.32 0.03
C -2.0214 -0.4060 2.0301 -0.62 -0.10 -0.32
C 1.0969 -0.8136 1.3324 0.93 -0.61 0.60
N 0.4607 -1.4626 0.3503 -1.03 0.08 -0.73
N 1.6171 -0.8433 -3.5653 -0.15 -0.69 -0.44
N -0.8751 -0.1245 2.6750 0.49 -0.03 0.34
C -3.2280 -0.8522 2.8361 0.41 0.17 -0.02
C 1.0062 -2.6037 -0.3827 0.18 0.35 0.58
C -0.6635 -0.2143 4.1149 -0.17 -0.10 0.63
C 0.1023 2.2563 -4.1706 0.00 0.33 -0.20
C -0.3781 2.0770 -2.7398 -0.18 0.28 0.25
C 0.2239 0.8389 -4.7274 -0.20 0.11 -0.42
C 0.2976 0.7943 -2.2823 -0.68 0.38 0.40
C 0.8047 0.1441 4.3531 -0.08 0.06 -0.31
C 0.3596 -0.0955 -3.5221 0.82 -0.18 0.34
C 1.1327 1.0266 3.1494 0.02 -0.60 -0.03
C 0.3460 0.3477 2.0201 0.07 0.43 -0.78
H -0.4790 -1.1507 0.1258 0.09 0.01 0.08
H 2.4116 -0.2094 -3.6405 -0.24 -0.23 0.25
H 1.7096 -1.4397 -2.7443 0.19 0.37 -0.25
H -4.0613 -1.0287 2.1577 0.20 0.06 0.00
H -2.9915 -1.7729 3.3653 -0.07 -0.02 0.21
H -3.5001 -0.0737 3.5461 -0.06 -0.08 0.21
H 1.1209 -3.4525 0.2934 0.08 -0.06 -0.12
H 0.3396 -2.8814 -1.2012 -0.02 0.17 0.17
H 1.9885 -2.3493 -0.7838 0.01 -0.09 0.05
H -0.8699 -1.2194 4.4847 -0.23 0.06 0.05
H -1.3018 0.5113 4.6205 -0.18 -0.11 0.13
H -0.5879 2.8692 -4.7592 0.24 0.03 0.04
H 1.0847 2.7403 -4.1726 -0.10 0.05 -0.02
H -1.4662 1.9517 -2.7241 0.06 0.07 0.05
H -0.1150 2.9301 -2.1065 -0.21 -0.06 -0.04
H -0.6797 0.5785 -5.2873 0.18 0.02 -0.06
H 1.0784 0.7594 -5.4072 -0.17 -0.20 0.07
H 1.3053 1.0174 -1.9162 -0.02 -0.15 -0.07
H -0.2715 0.3216 -1.4786 0.22 0.07 0.05
H 0.9470 0.6729 5.2958 0.00 -0.20 0.02
H 1.4152 -0.7597 4.3252 0.05 0.12 0.07
H -0.4803 -0.7977 -3.5122 0.23 -0.10 0.00
H 2.2040 1.0765 2.9532 -0.16 0.00 -0.12
H 0.7351 2.0290 3.3150 0.02 0.04 -0.14
H 0.0990 1.0890 1.2598 -0.22 -0.09 -0.19
```
Positions in Å, forces in eV/Å.

Q: The highest ΔE to the lowest compared entry with this formula, charge and spin belongs to which entry?
A: C2HO3S2

Q: Which of these has the lowest ΔE to the lowest compared entry with this formula, charge and spin?
A: C13H25N3O2

Q: Which value of ΔE to the lowest compared entry with this formula, charge and spin does entry 2 give?
A: 3.120 eV

Q: The highest ΔE to the lowest compared entry with this formula, charge and spin belongs to which entry?
A: C2HO3S2